Record 1
Molecular formula: C6H10N3OS
Method: DFT, wB97M-V/def2-TZVPD

Summary:
- E_LUMO (eV) = -3.31
- net charge = +1
- highest occupied orbital energy (eV) = -12.306
- total energy (eV) = -23729.692
- frontier orbital gap (eV) = 8.99
- spin multiplicity = 1

Each line ends with the natural charge from an NBO analysis.
Element x y z (Å)
C1 1.71 2.04 -2.08  0.113
C2 1.15 0.49 -0.21  0.563
C3 -1.48 0.80 -2.65  0.732
C4 2.24 1.24 -0.91  -0.552
C5 -0.34 1.04 -2.01  -0.043
C6 -2.63 -1.98 2.61  -0.707
N1 0.55 1.91 -2.57  -0.347
N2 -0.02 0.36 -0.79  -0.503
N3 1.36 -0.04 0.98  -0.730
O1 -2.46 0.62 -3.23  -0.330
S1 -1.18 -2.27 1.54  -0.105
H1 2.37 2.75 -2.55  0.216
H2 -0.44 -2.87 2.47  0.151
H3 2.99 0.53 -1.28  0.273
H4 2.76 1.90 -0.21  0.264
H5 -3.40 -1.55 1.97  0.236
H6 -2.37 -1.28 3.40  0.228
H7 -2.96 -2.92 3.02  0.241
H8 -0.74 -0.19 -0.34  0.440
H9 2.26 0.04 1.42  0.429
H10 0.64 -0.61 1.43  0.429

Record 2
Molecular formula: C6H10N3OS
Method: DFT, wB97M-V/def2-TZVPD

Summary:
- E_LUMO (eV) = -3.93
- net charge = +1
- highest occupied orbital energy (eV) = -12.213
- total energy (eV) = -23726.655
- frontier orbital gap (eV) = 8.29
- spin multiplicity = 1

Each line ends with the natural charge from an NBO analysis.
Element x y z (Å)
C1 -3.35 -1.13 -0.38  -0.240
C2 -2.57 -0.22 -0.51  0.109
C3 1.19 2.33 -0.47  0.541
C4 0.57 -0.04 0.25  0.202
C5 1.17 -2.63 -0.40  -0.732
C6 -0.43 1.02 0.49  0.054
N1 1.19 -0.27 1.42  -0.735
N2 0.13 2.34 0.42  -0.610
N3 -1.78 0.84 -0.63  -0.642
O1 1.83 1.33 -0.70  -0.511
S1 0.26 -1.18 -0.99  0.480
H1 -4.08 -1.82 -0.21  0.239
H2 1.52 3.30 -0.82  0.184
H3 0.83 -3.36 -1.04  0.263
H4 0.99 -2.52 0.67  0.241
H5 2.19 -2.54 -0.77  0.247
H6 -0.99 0.85 1.33  0.243
H7 1.96 -0.89 1.42  0.413
H8 -0.55 3.14 0.34  0.450
H9 -1.36 1.00 -1.51  0.382
H10 1.29 0.45 2.10  0.422

Record 3
Molecular formula: C6H10N3P
Method: DFT, wB97M-V/def2-TZVPD

Summary:
- SMILES string = CCc1[nH]nnc1C.C#P
- E_LUMO (eV) = 0.48
- highest occupied orbital energy (eV) = -8.819
- total energy (eV) = -20139.576
- frontier orbital gap (eV) = 9.30
- spin multiplicity = 1

Each line ends with the natural charge from an NBO analysis.
Element x y z (Å)
C1 -0.10 -1.22 -0.15  0.076
C2 0.44 -0.25 0.71  0.096
C3 -3.14 0.02 -0.86  -0.745
C4 0.33 -1.61 -1.52  -0.653
C5 1.14 2.10 0.18  -0.603
C6 1.61 0.71 0.55  -0.434
N1 -1.07 -1.88 0.53  -0.261
N2 -0.28 -0.46 1.80  -0.323
N3 -1.19 -1.38 1.69  -0.070
P1 -2.22 1.20 -1.29  0.479
H1 -3.62 -0.99 -0.61  0.260
H2 -0.27 0.14 2.67  0.409
H3 -0.05 -0.70 -2.09  0.219
H4 1.48 -1.72 -1.73  0.222
H5 -0.25 -2.49 -1.80  0.243
H6 0.93 2.23 -0.90  0.219
H7 1.81 2.86 0.74  0.217
H8 0.20 2.23 0.73  0.202
H9 1.95 0.79 1.58  0.214
H10 2.30 0.44 -0.24  0.233

Record 4
Molecular formula: C6H10N3P
Method: DFT, wB97M-V/def2-TZVPD

Summary:
- SMILES string = CCc1[nH]nnc1C.C#P
- E_LUMO (eV) = 0.34
- highest occupied orbital energy (eV) = -8.768
- total energy (eV) = -20139.489
- frontier orbital gap (eV) = 9.10
- spin multiplicity = 1

Each line ends with the natural charge from an NBO analysis.
Element x y z (Å)
C1 -0.74 1.42 0.45  0.076
C2 -0.42 0.02 0.43  0.113
C3 3.91 -0.39 0.31  -0.697
C4 -2.06 2.04 0.45  -0.651
C5 -0.45 -1.65 -1.26  -0.586
C6 -1.09 -1.28 0.07  -0.436
N1 0.50 2.01 0.59  -0.243
N2 0.90 -0.01 0.59  -0.351
N3 1.45 1.18 0.48  -0.075
P1 3.79 -1.58 -0.63  0.482
H1 3.93 0.48 0.87  0.217
H2 1.39 -0.83 0.28  0.406
H3 -1.90 2.93 -0.11  0.237
H4 -2.78 1.32 0.14  0.224
H5 -2.28 2.52 1.48  0.225
H6 -0.65 -0.83 -1.94  0.215
H7 -0.84 -2.56 -1.72  0.215
H8 0.56 -1.70 -1.14  0.182
H9 -1.02 -2.03 0.87  0.226
H10 -2.17 -1.05 -0.20  0.219

Record 5
Molecular formula: C6H10N3S2
Method: DFT, wB97M-V/def2-TZVPD

Summary:
- SMILES string = CN([S-])C(=S)[N+]1=C=[NH+]CCC1
- E_LUMO (alpha / beta) (eV) = -6.66 / -5.79
- net charge = +1
- highest occupied orbital energy (alpha / beta) (eV) = -12.407 / -12.541
- total energy (eV) = -32513.778
- frontier orbital gap (alpha / beta) (eV) = 5.75 / 6.76
- spin multiplicity = 1

Each line ends with the natural charge from an NBO analysis.
Element x y z (Å)
C1 -1.30 -0.63 0.01  0.203
C2 -0.48 1.37 -0.93  0.730
C3 2.09 1.06 -0.03  -0.441
C4 1.13 -0.04 0.31  -0.212
C5 1.39 2.37 0.21  -0.241
C6 -2.25 -2.91 0.16  -0.416
N1 -0.21 0.16 -0.40  -0.491
N2 -1.30 -1.89 -0.41  -0.510
N3 0.29 2.40 -0.73  -0.595
S1 -2.57 0.09 0.78  0.067
S2 -0.19 -2.42 -1.51  0.276
H1 2.95 0.85 0.73  0.273
H2 2.36 0.90 -1.16  0.244
H3 1.52 -0.99 0.13  0.239
H4 0.95 -0.14 1.36  0.220
H5 1.05 2.39 1.35  0.230
H6 1.98 3.25 0.01  0.246
H7 -2.48 -3.72 -0.50  0.250
H8 -1.85 -3.31 1.02  0.220
H9 -3.03 -2.19 0.53  0.240
H10 -0.03 3.39 -0.96  0.466

Record 6
Molecular formula: C6H10N4O2
Method: DFT, wB97M-V/def2-TZVPD

Summary:
- SMILES string = [NH2+]=CNC(=O)C1=C(O)N2C[C@@H]2[NH2+]1
- E_LUMO (eV) = -7.89
- net charge = +2
- highest occupied orbital energy (eV) = -17.632
- total energy (eV) = -16420.409
- frontier orbital gap (eV) = 9.74
- spin multiplicity = 1

Each line ends with the natural charge from an NBO analysis.
Element x y z (Å)
C1 0.35 -0.15 0.43  -0.189
C2 0.09 0.91 -0.40  0.644
C3 0.03 -1.49 0.22  0.608
C4 2.02 2.47 0.05  -0.218
C5 1.41 1.80 1.26  0.058
C6 -2.05 -2.03 -1.07  0.438
N1 -0.74 -1.74 -1.01  -0.616
N2 0.63 2.10 0.09  -0.402
N3 1.42 0.33 1.38  -0.497
N4 -2.95 -1.83 -0.18  -0.658
O1 0.41 -2.37 0.94  -0.463
O2 -0.62 1.04 -1.50  -0.608
H1 2.33 3.53 0.21  0.287
H2 2.79 1.90 -0.59  0.252
H3 1.12 2.38 2.16  0.276
H4 -2.40 -2.48 -1.95  0.240
H5 -0.18 -2.39 -1.58  0.460
H6 1.14 -0.10 2.29  0.479
H7 2.27 -0.17 1.15  0.459
H8 -2.75 -1.20 0.56  0.431
H9 -3.82 -2.29 -0.38  0.464
H10 -0.50 1.80 -2.08  0.555

Record 7
Molecular formula: C6H10N5
Method: DFT, wB97M-V/def2-TZVPD

Summary:
- SMILES string = C=[NH+]/C(N)=C1/N=CN/C1=N\C
- E_LUMO (alpha / beta) (eV) = -5.03 / -5.62
- net charge = +1
- highest occupied orbital energy (alpha / beta) (eV) = -11.865 / -11.828
- total energy (eV) = -13825.799
- frontier orbital gap (alpha / beta) (eV) = 6.83 / 6.21
- spin multiplicity = 1

Each line ends with the natural charge from an NBO analysis.
Element x y z (Å)
C1 -1.24 2.12 1.17  0.311
C2 -0.90 0.21 0.13  0.080
C3 0.42 0.82 0.43  0.379
C4 -1.38 -0.87 -0.62  0.329
C5 0.62 -1.97 -1.65  0.006
C6 2.82 0.67 0.77  -0.436
N1 -1.85 1.07 0.70  -0.486
N2 0.12 2.09 0.99  -0.597
N3 1.50 0.24 0.41  -0.411
N4 -0.70 -1.72 -1.45  -0.443
N5 -2.75 -1.16 -0.60  -0.781
H1 -1.76 3.09 1.41  0.238
H2 1.00 -2.90 -2.22  0.243
H3 1.37 -1.42 -1.09  0.252
H4 2.87 1.45 1.48  0.187
H5 3.31 -0.26 1.07  0.228
H6 3.32 1.03 -0.04  0.224
H7 0.80 2.66 1.38  0.426
H8 -1.41 -2.40 -1.89  0.451
H9 -3.27 -0.62 0.06  0.426
H10 -2.89 -2.12 -0.43  0.375

Record 8
Molecular formula: C6H10N5O2
Method: DFT, wB97M-V/def2-TZVPD

Summary:
- SMILES string = Cc1nc[n+](N)cc(O)[nH]c(=O)[nH]1
- E_LUMO (eV) = -4.28
- net charge = +1
- highest occupied orbital energy (eV) = -12.776
- total energy (eV) = -17920.143
- frontier orbital gap (eV) = 8.50
- spin multiplicity = 1

Each line ends with the natural charge from an NBO analysis.
Element x y z (Å)
C1 -1.18 0.50 -1.62  0.340
C2 0.52 -1.24 0.63  0.571
C3 2.12 -0.02 -0.56  0.777
C4 -0.74 -0.73 0.38  -0.232
C5 0.14 1.40 0.08  0.609
C6 -0.14 2.30 1.28  -0.669
N1 -0.54 1.45 -1.02  -0.475
N2 1.48 -1.20 -0.36  -0.643
N3 1.51 1.13 -0.08  -0.672
N4 -1.33 -0.68 -0.92  -0.247
N5 -2.08 -1.78 -1.37  -0.626
O1 0.98 -1.71 1.75  -0.625
O2 3.15 0.00 -1.13  -0.518
H1 -1.59 0.74 -2.61  0.259
H2 -1.28 -0.82 1.27  0.217
H3 -0.34 1.58 2.02  0.249
H4 -1.09 2.81 1.09  0.253
H5 0.64 3.04 1.30  0.258
H6 2.08 -2.06 -0.22  0.445
H7 2.23 1.72 0.33  0.446
H8 -1.87 -2.61 -0.87  0.388
H9 0.35 -2.27 2.18  0.514
H10 -3.01 -1.55 -1.54  0.381